C6H35NO12 as an isolated structure at a distorted geometry, computed with wB97M-V/def2-TZVPD.

Atoms and positions in Å:
C: 1.23443 0.56492 -0.75233
N: 0.54370 1.21668 0.35908
C: 0.07090 2.55448 0.03650
C: -1.02251 2.96425 0.99414
O: -1.24709 2.36651 2.01816
C: 2.25176 -0.44996 -0.25680
C: 1.00887 -2.65254 -0.58695
C: 1.61125 -1.67052 0.41119
H: 1.72066 1.34213 -1.34901
H: 0.52845 0.10737 -1.45904
H: -0.22737 0.65315 0.70197
H: -0.29062 2.70963 -0.98553
H: 0.92367 3.23707 0.14329
H: -1.57701 3.88246 0.73496
H: 2.89655 -0.80729 -1.06645
H: 2.89925 0.03044 0.48204
H: 1.75041 -3.03925 -1.28493
H: 0.14740 -2.22140 -1.10627
H: 0.58687 -3.52405 -0.07050
H: 2.35235 -2.19907 1.01524
H: 0.86646 -1.35079 1.14977
H: 1.51629 1.43395 1.14869
H: 3.03194 1.21583 1.27888
O: 2.27773 1.58835 1.74228
H: -2.85220 1.59444 -3.66163
H: -1.30762 1.39487 -3.44480
O: -2.20396 1.22397 -3.05750
H: 0.48507 1.71879 -4.95209
H: 0.39823 0.38219 -4.11452
O: 0.27977 1.36285 -4.08409
H: -2.00995 -1.22321 -0.50223
H: -1.92655 -1.14851 1.07046
O: -2.27120 -0.71598 0.27522
H: -1.29970 -0.12661 3.33250
H: -1.17670 1.38687 3.03426
O: -1.11225 0.73499 3.74996
H: 1.32457 -1.33748 3.78827
H: 1.91946 -2.55126 2.95411
O: 1.15752 -2.27077 3.46239
H: -1.88803 -2.37060 3.09378
H: -0.41298 -2.01342 2.84872
O: -1.33582 -1.76026 2.59104
H: -2.58784 1.71739 -1.34571
H: -2.66688 1.00997 -0.00548
O: -2.75424 1.88916 -0.41025
H: -2.60231 -1.92368 -2.88572
H: -2.03951 -0.47821 -2.65449
O: -1.84582 -1.43730 -2.54705
H: -0.44243 -1.49600 -3.55761
H: 1.06296 -1.76347 -3.63876
O: 0.34409 -1.36352 -4.14075
H: 1.82798 0.81233 3.30738
H: 0.56118 0.51471 4.11575
O: 1.52084 0.28542 4.08049

Forces on atoms 1 to 6 (eV/Å):
0.03 -0.02 -0.76
-2.94 -0.39 -2.73
-0.19 0.17 0.04
0.18 0.23 -0.20
-0.18 1.55 -1.40
0.18 -0.59 0.22

Output
Spin multiplicity = 1
Electronic energy = -32850.96619 eV
Energy above the lowest of the compared OMol25 structures with the same formula, charge and spin = 60.8 kcal per mole
Gap between HOMO and LUMO = 0.3416 Ha
HOMO energy = -0.3456 hartree